{"formula": "C61H57F9N11O4PSZr", "method": "ωB97M-V with the def2-TZVPD basis set", "multiplicity": 1, "e_above_lowest_kcal_mol": 0.0, "homo_energy_ev": -6.90, "species": ["Zr", "C", "C", "O", "C", "C", "C", "N", "N", "C", "O", "C", "C", "C", "C", "C", "C", "H", "H", "H", "H", "H", "H", "H", "H", "H", "H", "H", "H", "C", "N", "C", "N", "C", "N", "C", "C", "C", "C", "C", "C", "C", "N", "N", "C", "O", "C", "C", "C", "C", "C", "C", "N", "C", "N", "C", "N", "C", "H", "H", "H", "H", "H", "H", "H", "H", "H", "H", "H", "H", "H", "H", "H", "H", "F", "C", "F", "F", "C", "C", "C", "C", "C", "C", "P", "C", "C", "C", "C", "C", "C", "C", "F", "F", "F", "C", "C", "C", "C", "C", "C", "C", "F", "F", "F", "H", "H", "H", "H", "H", "H", "H", "H", "H", "H", "H", "H", "O", "S", "C", "C", "C", "C", "H", "H", "H", "H", "H", "H", "H", "H", "C", "C", "C", "C", "N", "H", "H", "H", "H", "H", "H", "H", "H", "H"], "positions_angstrom": [[0.36624, 0.26849, 1.31262], [-3.66547, 0.55468, -0.12768], [-2.54524, -0.10500, 0.62529], [-1.34699, 0.13700, 0.19461], [-2.84852, -0.89069, 1.71472], [-1.90367, -1.49160, 2.59358], [-2.39513, -2.23649, 3.79561], [-0.61794, -1.39199, 2.35416], [0.22904, -2.01462, 3.28111], [1.44231, -1.59666, 3.19322], [1.83177, -0.67207, 2.32191], [2.44739, -2.18240, 4.10838], [3.79172, -2.15377, 3.75947], [4.75184, -2.69444, 4.60065], [4.37068, -3.24640, 5.81533], [3.02690, -3.27443, 6.17181], [2.06698, -2.75167, 5.32101], [-4.46290, -0.15297, -0.35229], [-3.28006, 0.97944, -1.05417], [-4.09539, 1.35934, 0.47260], [-3.89369, -1.00663, 1.96605], [-3.46196, -2.07860, 3.93711], [-1.85136, -1.91146, 4.68134], [-2.19643, -3.30399, 3.67643], [4.07422, -1.70350, 2.82036], [5.79535, -2.68246, 4.30981], [5.11925, -3.65328, 6.48391], [2.73481, -3.70593, 7.12089], [1.01789, -2.77209, 5.58646], [-5.89760, 0.17780, -6.34236], [-4.82921, -0.62137, -5.75594], [-4.90614, -1.65699, -4.90479], [-3.70426, -2.04406, -4.54648], [-2.90121, -1.17921, -5.22106], [-3.53830, -0.29923, -5.96428], [-5.69717, 1.64368, -6.02887], [-5.32772, 2.53651, -7.02305], [-4.98731, 3.84178, -6.70281], [-4.97471, 4.25450, -5.38343], [-5.34550, 3.36585, -4.37754], [-5.72683, 2.06802, -4.70587], [-5.18020, 3.71572, -2.96236], [-5.84614, 3.30120, -1.93877], [-5.19500, 3.79104, -0.81495], [-4.17687, 4.45782, -1.23738], [-4.10079, 4.44914, -2.59433], [-3.13283, 5.16674, -0.49264], [-2.61381, 6.33158, -1.05670], [-1.57910, 6.99441, -0.42468], [-1.07106, 6.49418, 0.76333], [-1.60943, 5.36050, 1.36867], [-1.07738, 4.99393, 2.73668], [-0.58801, 3.65221, 3.00740], [-0.35561, 2.63843, 1.98999], [-0.86549, 1.40485, 2.59233], [-1.32537, 1.79214, 3.81634], [-1.26041, 3.03621, 4.10770], [-2.64422, 4.68587, 0.72149], [-6.83613, -0.18945, -5.92997], [-5.90123, 0.01811, -7.41957], [-5.84020, -2.09578, -4.58318], [-1.82368, -1.19730, -5.15159], [-5.28629, 2.20423, -8.05368], [-4.70117, 4.53070, -7.48716], [-4.67107, 5.26168, -5.12701], [-6.00940, 1.39234, -3.90561], [-3.03614, 6.71550, -1.97639], [-1.17588, 7.90600, -0.84866], [-0.25172, 7.00919, 1.25310], [-1.86386, 5.17039, 3.47043], [-0.27666, 5.70496, 2.96036], [-0.94500, 2.85308, 1.09144], [-1.74890, 1.07830, 4.51231], [-3.10164, 3.80837, 1.16640], [9.56865, -3.27886, -0.54126], [8.85594, -3.40123, 0.59644], [9.54924, -2.78718, 1.56902], [8.82530, -4.71487, 0.89332], [7.47261, -2.84140, 0.43664], [6.60843, -3.45503, -0.46664], [5.33423, -2.95169, -0.64522], [4.90476, -1.83187, 0.07142], [5.79029, -1.21813, 0.95032], [7.07357, -1.72113, 1.14135], [3.22984, -1.06165, -0.15796], [3.32851, -1.06097, -2.01016], [2.45339, -1.71020, -2.87169], [2.59145, -1.58783, -4.25046], [3.61801, -0.82191, -4.77296], [4.51615, -0.18122, -3.92582], [4.35962, -0.29323, -2.55926], [3.79596, -0.66525, -6.25293], [3.84181, 0.63628, -6.60738], [2.80196, -1.23386, -6.95450], [4.95051, -1.21709, -6.67656], [2.11394, -2.51781, 0.13906], [2.54747, -3.70815, 0.72417], [1.65663, -4.73562, 0.97971], [0.31635, -4.59016, 0.64971], [-0.14540, -3.41168, 0.10176], [0.74255, -2.37162, -0.13173], [-0.61328, -5.74139, 0.88528], [-0.30115, -6.79021, 0.09353], [-0.54787, -6.18451, 2.15571], [-1.89564, -5.42428, 0.63603], [6.94566, -4.31484, -1.03344], [4.66862, -3.42849, -1.35576], [5.47816, -0.32868, 1.48874], [7.75677, -1.23703, 1.82684], [1.65549, -2.32714, -2.47939], [1.90338, -2.09146, -4.91666], [5.32419, 0.40701, -4.34388], [5.05469, 0.21791, -1.89967], [3.58650, -3.83996, 0.99142], [2.00556, -5.65430, 1.43587], [-1.19034, -3.28247, -0.13967], [0.34679, -1.44656, -0.55655], [1.05695, 0.89575, -0.65206], [1.63659, 2.33914, -0.76723], [0.29357, 3.48562, -1.20143], [0.01463, 3.37712, -2.68836], [1.38527, 3.30951, -3.34973], [2.14525, 2.24550, -2.56875], [0.69006, 4.46918, -0.92668], [-0.57949, 3.28055, -0.59300], [-0.58404, 4.22253, -3.03076], [-0.54476, 2.45852, -2.89035], [1.88262, 4.27958, -3.26135], [1.32021, 3.05286, -4.40743], [3.22621, 2.36834, -2.60873], [1.88843, 1.24106, -2.90692], [2.00397, 2.54622, 3.89195], [2.16410, 2.82312, 2.38547], [3.46979, 2.12478, 1.97297], [2.34818, 4.32867, 2.14416], [1.01785, 2.33104, 1.54548], [2.94599, 2.77494, 4.39777], [1.77149, 1.49320, 4.06002], [1.22302, 3.14909, 4.33997], [4.29491, 2.55586, 2.54531], [3.68543, 2.25456, 0.91350], [3.41196, 1.06403, 2.19941], [3.10770, 4.73680, 2.81669], [1.41216, 4.85544, 2.32276], [2.66686, 4.51181, 1.11313]], "atomic_forces_ev_per_a": [[0.178, 1.648, -0.565], [0.121, 0.057, -0.149], [-0.448, -0.358, 0.119], [-0.742, -0.274, -0.308], [0.090, 0.068, 0.038], [0.095, -0.096, -0.315], [-0.027, -0.074, -0.042], [0.034, -0.123, 0.929], [-0.244, -0.307, 0.085], [-0.251, -0.235, 0.134], [0.261, -0.810, 0.898], [0.139, 0.151, 0.006], [-0.032, 0.040, -0.002], [0.002, -0.020, 0.023], [0.002, -0.017, -0.034], [0.068, -0.021, -0.008], [-0.063, -0.040, 0.021], [-0.007, 0.015, 0.007], [-0.054, -0.017, -0.015], [0.002, 0.019, -0.014], [0.017, 0.002, -0.019], [0.009, -0.030, -0.042], [-0.004, -0.023, 0.004], [0.011, 0.021, 0.035], [0.040, 0.033, -0.044], [-0.012, 0.022, 0.005], [-0.026, -0.005, -0.010], [-0.035, 0.018, -0.021], [0.038, 0.006, -0.012], [0.033, 0.133, -0.021], [-0.163, 0.118, 0.057], [-0.089, 0.006, -0.018], [0.195, -0.010, 0.039], [-0.036, -0.059, 0.048], [0.047, -0.070, 0.014], [0.132, -0.148, 0.160], [-0.077, -0.047, -0.044], [-0.014, 0.095, -0.082], [0.001, 0.069, 0.085], [0.184, -0.105, -0.024], [-0.076, 0.142, 0.041], [-0.042, -0.265, 0.338], [-0.018, -0.004, -0.152], [0.103, 0.000, 0.103], [-0.243, -0.249, 0.059], [0.077, 0.306, -0.205], [0.103, 0.021, -0.163], [0.036, -0.037, -0.029], [-0.012, 0.031, -0.048], [0.004, -0.004, 0.049], [0.142, -0.036, -0.079], [0.053, -0.052, 0.171], [-0.403, -0.225, 0.013], [0.147, 0.452, 0.128], [0.125, 0.362, 0.404], [-0.157, -0.377, -0.079], [0.069, 0.148, 0.021], [-0.159, 0.124, 0.066], [-0.020, -0.059, -0.001], [-0.042, 0.001, -0.029], [0.052, 0.082, -0.048], [-0.084, 0.003, -0.048], [0.026, -0.005, 0.025], [-0.008, -0.005, 0.025], [0.016, -0.026, -0.003], [0.099, -0.040, -0.041], [0.056, -0.037, -0.021], [0.004, -0.047, -0.003], [-0.031, -0.018, 0.000], [-0.037, 0.051, 0.023], [-0.056, 0.126, 0.022], [-0.013, 0.186, -0.111], [0.035, 0.015, -0.008], [0.060, -0.006, -0.006], [0.000, -0.013, 0.058], [0.042, -0.024, 0.015], [-0.015, -0.051, -0.059], [0.024, 0.054, -0.007], [-0.044, 0.065, -0.001], [-0.007, 0.008, -0.026], [0.072, -0.031, -0.023], [-0.156, 0.132, 0.165], [-0.060, 0.045, 0.007], [0.017, 0.024, -0.007], [0.581, -0.813, -0.658], [-0.090, 0.032, 0.072], [-0.041, -0.016, 0.041], [0.011, 0.038, -0.007], [-0.021, 0.000, 0.036], [-0.014, 0.008, -0.014], [0.068, 0.014, 0.031], [0.003, -0.023, -0.049], [-0.010, -0.045, -0.016], [0.063, 0.039, 0.012], [-0.046, 0.023, -0.011], [-0.212, 0.277, -0.158], [-0.006, 0.020, 0.002], [0.022, 0.016, 0.006], [0.013, -0.057, 0.011], [-0.004, 0.185, -0.142], [0.544, -0.080, -0.091], [-0.083, -0.077, 0.006], [-0.058, 0.048, 0.080], [-0.024, 0.011, -0.078], [0.101, -0.059, 0.049], [-0.045, 0.005, 0.037], [0.001, 0.024, 0.016], [0.007, -0.047, 0.001], [-0.035, -0.016, -0.017], [0.007, 0.035, -0.024], [0.003, -0.004, 0.045], [-0.014, 0.005, 0.036], [-0.002, -0.014, -0.036], [-0.005, 0.007, 0.012], [-0.009, 0.029, -0.007], [-0.069, -0.011, 0.046], [0.115, -0.242, -0.231], [-0.079, 0.195, -0.104], [0.336, -0.035, -1.311], [-0.093, -0.067, 0.085], [0.088, -0.040, -0.045], [-0.101, -0.011, 0.111], [-0.014, -0.034, 0.196], [-0.055, -0.031, 0.038], [0.064, -0.027, 0.089], [-0.019, -0.007, 0.008], [-0.008, 0.045, 0.005], [-0.007, -0.013, -0.054], [0.071, 0.027, -0.007], [0.004, -0.034, 0.001], [0.010, 0.006, 0.061], [-0.048, 0.053, -0.127], [-0.175, 0.144, -0.063], [-0.257, 0.045, -0.119], [-0.083, -0.075, 0.031], [0.370, 0.365, 0.731], [-0.007, -0.047, -0.004], [0.045, -0.048, 0.030], [-0.063, 0.011, 0.050], [-0.031, -0.001, -0.026], [0.059, -0.021, -0.020], [0.071, -0.142, 0.002], [-0.002, 0.005, -0.043], [0.134, 0.028, -0.002], [-0.019, 0.002, 0.028]]}